Molecular formula: CH14N2O4
Method: DFT, ωB97M-V/def2-TZVPD

```
21
CH14N2O4 ωB97M-V/def2-TZVPD
N 2.51036 1.33356 -0.84975
C 1.63706 1.45168 0.36444
N 0.33046 2.03243 0.06658
H 1.89127 1.27706 -1.65125
H 3.10132 2.12891 -1.00159
H 2.18816 2.05314 1.06429
H 1.78876 0.33126 0.68329
H -0.33157 1.26996 0.10169
H -0.04514 2.67215 0.73132
O -1.36201 0.35655 1.56389
H -0.82712 0.47087 2.38692
H -1.38086 -0.56538 1.28711
O -0.48944 -2.15342 0.95594
H -0.18796 -1.74900 0.10295
H -0.17792 -3.03952 1.18227
O -2.51191 -1.20459 -1.09828
H -2.48652 -0.28004 -0.77763
H -2.71845 -1.60604 -0.25900
O 0.44223 -1.11841 -1.19818
H -0.50525 -1.41994 -1.36438
H 1.35217 -0.85647 -0.97737
```

Values from the calculation:
HOMO energy in eV: -9.2
Energy above the lowest of the compared OMol25 structures with the same formula, charge and spin in kcal per mole: 60.5
Structure (SMILES): NCN.O.O.O.O
Orbital gap in eV: 9.700

Computed Löwdin charges, given in elementary charges: -0.04 -0.35 0.01 0.05 0.04 0.09 0.12 0.01 0.05 -0.09 0.08 -0.02 -0.10 -0.03 0.06 -0.04 0.06 0.04 -0.11 0.09 0.07